ORCA calculation (ωB97M-V/def2-TZVPD) on 3 unconnected molecules or ions with the total composition C27H62F6N6O8P2Si2 at a distorted geometry.

Each line ends with the Löwdin charge.
Element x y z (Å)
C  -3.18  3.06  -2.36  -0.069
C  -3.63  4.42  -2.99  -0.250
O  -2.68  5.42  -2.62  -0.153
C  -1.49  5.33  -3.37  -0.210
C  -0.24  5.64  -2.54  -0.231
O  0.09  4.57  -1.65  -0.219
Si  1.74  4.38  -1.38  0.628
C  2.75  5.97  -1.49  -0.136
C  2.34  3.12  -2.68  -0.176
C  1.26  2.05  -3.02  -0.310
O  1.63  0.82  -2.39  -0.231
Si  0.69  -0.51  -2.83  0.449
C  1.85  -2.02  -2.74  -0.170
C  -0.75  -0.88  -1.66  -0.164
C  0.00  -0.47  -4.59  -0.160
C  2.13  3.51  0.32  -0.262
O  3.28  3.30  0.53  0.117
C  0.92  3.12  1.23  -0.375
F  0.12  4.22  1.28  0.120
F  0.20  2.20  0.54  0.122
C  1.18  2.66  2.70  -0.331
F  0.58  3.55  3.54  0.136
F  2.45  2.58  3.08  0.161
C  0.51  1.28  3.07  -0.333
F  0.94  1.02  4.35  0.092
F  0.98  0.27  2.33  0.163
C  -1.03  1.33  3.15  -0.410
O  -1.70  2.19  2.69  0.192
O  -1.63  0.28  3.76  0.133
H  -2.53  2.54  -3.09  0.057
H  -2.56  3.28  -1.47  0.081
H  -4.03  2.41  -2.10  0.072
H  -3.75  4.35  -4.09  0.118
H  -4.60  4.73  -2.58  0.115
H  -1.52  6.10  -4.17  0.132
H  -1.34  4.35  -3.87  0.124
H  -0.38  6.61  -2.01  0.134
H  0.59  5.78  -3.27  0.115
H  2.18  6.85  -1.82  0.032
H  3.61  5.80  -2.18  0.045
H  3.21  6.23  -0.51  0.042
H  3.19  2.59  -2.21  0.091
H  2.76  3.62  -3.57  0.082
H  1.22  1.98  -4.13  0.102
H  0.24  2.31  -2.68  0.099
H  2.78  -1.84  -3.29  0.033
H  1.35  -2.91  -3.18  0.025
H  2.05  -2.27  -1.68  0.032
H  -1.09  -1.91  -1.90  0.039
H  -0.46  -0.91  -0.59  0.029
H  -1.64  -0.24  -1.82  0.024
H  -0.02  -1.51  -4.96  0.025
H  -1.04  -0.09  -4.58  0.034
H  0.65  0.11  -5.28  0.031
H  -2.50  0.19  3.35  0.138
O  -1.90  -3.51  -5.91  -0.267
P  -2.95  -4.39  -6.58  0.781
N  -4.31  -3.57  -5.94  -0.340
C  -5.40  -4.03  -5.11  -0.141
C  -4.63  -2.32  -6.59  -0.139
N  -2.45  -5.85  -5.76  -0.315
C  -3.09  -6.33  -4.54  -0.145
C  -1.00  -5.96  -5.57  -0.157
N  -3.95  -5.34  -7.67  -0.337
C  -4.83  -6.43  -7.33  -0.136
C  -3.21  -5.69  -8.89  -0.152
H  -6.30  -4.24  -5.71  0.081
H  -5.67  -3.26  -4.38  0.084
H  -5.17  -4.91  -4.53  0.049
H  -5.19  -2.48  -7.52  0.078
H  -3.71  -1.77  -6.84  0.069
H  -5.21  -1.66  -5.94  0.080
H  -3.17  -5.55  -3.77  0.086
H  -2.53  -7.16  -4.11  0.082
H  -4.08  -6.75  -4.73  0.057
H  -0.65  -5.40  -4.70  0.076
H  -0.46  -5.58  -6.44  0.069
H  -0.71  -7.01  -5.45  0.080
H  -4.29  -7.38  -7.18  0.089
H  -5.54  -6.58  -8.16  0.092
H  -5.45  -6.25  -6.46  0.058
H  -2.48  -6.50  -8.70  0.079
H  -2.65  -4.82  -9.26  0.073
H  -3.88  -6.01  -9.69  0.078
O  3.86  -1.72  8.48  -0.263
P  3.19  -0.39  8.83  0.779
N  3.17  0.21  7.23  -0.332
C  3.73  1.40  6.64  -0.133
C  2.12  -0.35  6.38  -0.137
N  4.49  0.16  9.86  -0.317
C  5.56  1.03  9.39  -0.147
C  5.11  -0.90  10.66  -0.161
N  2.17  0.92  9.42  -0.337
C  2.53  2.30  9.61  -0.138
C  1.37  0.47  10.57  -0.154
H  2.98  2.21  6.54  0.081
H  4.11  1.19  5.64  0.087
H  4.58  1.80  7.19  0.050
H  1.16  0.14  6.57  0.077
H  2.00  -1.42  6.58  0.075
H  2.37  -0.25  5.33  0.069
H  6.03  0.66  8.46  0.086
H  6.35  1.13  10.14  0.080
H  5.22  2.06  9.22  0.057
H  5.86  -1.47  10.09  0.079
H  4.36  -1.61  11.01  0.068
H  5.60  -0.48  11.54  0.078
H  3.09  2.46  10.54  0.087
H  1.62  2.90  9.66  0.091
H  3.11  2.72  8.79  0.058
H  1.97  0.41  11.48  0.078
H  0.94  -0.52  10.37  0.072
H  0.52  1.15  10.75  0.077

Calculated values
**Max |F|**: 7.9 eV/Å
**Molecular weight**: 830.9 u
**SMILES string**: CCOCCO[Si@](C)(CCO[Si](C)(C)C)C(=O)C(F)(F)C(F)(F)C(F)(F)C(=O)O.CN(C)P(=O)(N(C)C)N(C)C.CN(C)P(=O)(N(C)C)N(C)C
**HOMO-LUMO gap**: 0.2521 Ha
**LUMO energy**: -0.84 eV

***

ORCA calculation (ωB97M-V/def2-TZVPD) on a single C29H41N4O5PS3 molecule at a distorted geometry.

Each line ends with the Löwdin charge.
Element x y z (Å)
C  -0.61  2.85  -4.24  -0.129
C  -1.08  1.39  -4.29  -0.182
C  -0.01  0.31  -4.24  -0.156
C  1.12  0.29  -5.06  -0.474
S  1.37  1.57  -6.30  0.857
C  2.09  -0.73  -5.00  -0.189
P  3.55  -0.66  -6.09  0.449
O  3.23  -0.61  -7.51  -0.274
O  4.51  -1.92  -5.76  -0.124
O  4.41  0.62  -5.56  -0.144
C  1.90  -1.78  -4.10  -0.263
N  2.82  -2.88  -3.97  0.068
C  2.51  -3.90  -4.56  -0.795
S  2.32  -5.16  -5.45  0.793
C  0.77  -1.78  -3.30  -0.363
C  -0.17  -0.76  -3.34  -0.193
N  -1.32  -0.83  -2.47  0.064
C  -0.98  -1.10  -1.10  -0.195
C  -1.47  -0.31  -0.05  -0.092
C  -2.34  0.88  -0.39  -0.077
C  -1.47  2.10  -0.67  -0.418
C  -0.79  2.72  0.55  -0.026
O  -2.23  3.07  -1.40  -0.041
C  -1.11  -0.63  1.27  -0.131
C  -1.60  0.20  2.44  -0.150
C  -2.23  -0.61  3.59  -0.172
C  -2.65  0.35  4.73  -0.207
C  -4.15  0.68  4.71  -0.205
C  -4.58  1.57  3.53  -0.275
N  -3.76  2.79  3.39  0.008
C  -0.31  -1.73  1.54  0.019
C  0.19  -2.51  0.52  -0.225
C  1.08  -3.71  0.81  -0.169
C  2.00  -3.52  2.03  -0.190
C  2.85  -2.23  1.94  -0.175
C  2.72  -1.35  3.20  -0.210
N  2.92  0.07  2.85  0.016
C  2.81  0.86  4.05  -0.492
C  1.69  1.88  4.16  0.003
O  3.56  0.71  4.99  0.094
C  -0.15  -2.17  -0.78  -0.367
S  0.47  -3.11  -2.17  1.087
H  0.38  2.98  -3.82  0.073
H  -1.35  3.48  -3.75  0.056
H  -0.55  3.24  -5.26  0.041
H  -1.76  1.24  -3.46  0.082
H  -1.69  1.20  -5.19  0.125
H  2.09  2.47  -5.60  -0.094
H  5.40  -1.58  -5.59  0.086
H  4.72  0.41  -4.67  0.083
H  -1.85  -1.65  -2.78  0.144
H  -2.88  0.69  -1.32  0.114
H  -3.08  1.07  0.39  0.107
H  -0.65  1.77  -1.32  0.136
H  -1.51  2.96  1.33  0.069
H  0.00  2.07  0.93  0.076
H  -0.29  3.64  0.24  0.085
H  -1.58  3.61  -1.87  0.061
H  -2.29  0.97  2.14  0.063
H  -0.72  0.69  2.87  0.103
H  -3.09  -1.18  3.23  0.117
H  -1.48  -1.31  3.95  0.095
H  -2.39  -0.09  5.69  0.103
H  -2.09  1.28  4.60  0.091
H  -4.69  -0.26  4.60  0.106
H  -4.41  1.17  5.65  0.105
H  -5.62  1.87  3.71  0.104
H  -4.58  0.99  2.61  0.100
H  -3.61  2.95  2.40  0.048
H  -4.28  3.59  3.71  0.066
H  -0.08  -1.95  2.57  0.100
H  0.43  -4.57  1.00  0.125
H  1.70  -3.97  -0.05  0.079
H  2.63  -4.40  2.12  0.108
H  1.36  -3.50  2.92  0.099
H  2.62  -1.65  1.05  0.110
H  3.90  -2.53  1.87  0.108
H  1.73  -1.47  3.64  0.103
H  3.48  -1.69  3.92  0.119
H  3.86  0.17  2.48  0.122
H  1.19  2.00  3.20  0.053
H  0.98  1.58  4.92  0.086
H  2.16  2.82  4.43  0.087

Calculated values
**Max |F|**: 1.4 eV/Å
**Molecular weight**: 652.8 u
**HOMO-LUMO gap**: 0.3095 Ha
**LUMO energy**: -0.05 eV

***

ORCA calculation (ωB97M-V/def2-TZVPD) on a molecular structure, C23H22ClN3O5Pd at a distorted geometry.

Each line ends with the Löwdin charge.
Element x y z (Å)
Pd  0.48  -0.58  -1.04  0.828
N  0.91  -2.86  -0.70  0.071
C  -0.06  -3.89  -0.72  -0.239
C  0.13  -5.00  0.09  -0.036
C  -0.72  -6.09  0.04  -0.088
C  -1.79  -6.07  -0.83  -0.086
C  -2.03  -4.94  -1.59  -0.032
C  -1.19  -3.82  -1.56  -0.116
C  -1.58  -2.62  -2.33  -0.189
C  -2.29  -2.79  -3.53  -0.045
C  -2.79  -1.71  -4.24  -0.083
C  -2.61  -0.42  -3.76  -0.084
C  -1.91  -0.23  -2.58  -0.126
C  -1.39  -1.31  -1.87  -0.066
H  1.57  -2.98  0.06  0.108
H  1.40  -2.79  -1.60  0.101
H  0.99  -5.02  0.75  0.109
H  -0.53  -6.95  0.67  0.103
H  -2.44  -6.92  -0.91  0.102
H  -2.91  -4.92  -2.22  0.107
H  -2.40  -3.78  -3.93  0.109
H  -3.31  -1.88  -5.17  0.103
H  -2.98  0.43  -4.32  0.104
H  -1.79  0.78  -2.20  0.099
C  1.33  4.78  1.74  -0.008
N  1.66  3.40  1.54  -0.079
N  0.70  2.42  1.72  0.054
C  1.08  1.29  1.01  -0.416
O  0.45  0.21  1.06  -0.066
C  2.29  1.64  0.34  0.047
C  2.58  2.93  0.65  -0.246
C  3.69  3.79  0.18  0.001
C  -0.16  2.44  2.83  -0.201
C  0.30  2.89  4.06  -0.026
C  -0.55  2.90  5.15  -0.079
C  -1.86  2.47  5.01  -0.086
C  -2.31  2.01  3.79  -0.068
C  -1.47  1.98  2.69  0.001
H  0.44  4.86  2.37  0.090
H  1.12  5.28  0.79  0.100
H  2.15  5.30  2.23  0.098
H  2.86  0.98  -0.29  0.087
H  4.35  3.21  -0.46  0.093
H  4.25  4.18  1.03  0.091
H  3.30  4.63  -0.40  0.089
H  1.33  3.21  4.17  0.117
H  -0.18  3.22  6.11  0.105
H  -2.52  2.48  5.87  0.102
H  -3.33  1.68  3.68  0.107
H  -1.80  1.61  1.74  0.120
O  2.60  0.55  -4.18  -0.284
Cl  1.91  0.11  -3.03  0.599
O  2.84  -0.27  -2.01  -0.378
O  1.11  -1.03  -3.35  -0.350
O  1.08  1.18  -2.54  -0.368

Calculated values
**Max |F|**: 3.9 eV/Å
**Molecular weight**: 562.3 u
**HOMO-LUMO gap (spin up / spin down)**: 0.2645 / 0.2631 Ha
**Relative energy (zero: lowest compared OMol25 entry of this formula, charge and spin)**: 2.563 eV
**LUMO energy (spin up / spin down)**: -0.52 / -0.59 eV